Entry from the OMol25 dataset: a structure of composition C60H63N2OP2S2Sr at a distorted geometry (ωB97M-V with the def2-TZVPD basis set).

Calculated values
HOMO-LUMO gap	6.04	eV
E	-109357.727	eV
HOMO	-3.87	eV
LUMO level	2.17	eV
charge	-1

Last column: Mulliken charge in e.
Atoms and positions in Å:
Sr 0.061 0.094 0.729  0.85
C -0.137 2.388 -3.325  -1.72
C -1.181 1.343 -3.721  2.24
C -2.123 1.897 -4.782  -1.89
P -1.994 0.740 -2.139  1.64
C -3.274 -0.454 -2.779  0.30
C -3.969 -1.059 -1.558  -1.99
C -2.623 -1.519 -3.656  -1.65
C -3.023 2.142 -1.631  0.25
C -4.180 2.529 -2.306  -0.10
C -4.947 3.622 -1.935  0.24
C -6.222 3.970 -2.664  -1.68
C -4.507 4.365 -0.837  -1.28
C -3.385 4.003 -0.130  -0.28
C -2.609 2.848 -0.459  -0.89
N -1.535 2.466 0.247  1.16
C -1.255 3.156 1.426  -0.26
C -2.003 2.952 2.604  1.54
C -3.169 2.004 2.596  -1.93
C -1.642 3.614 3.768  -0.66
C -0.570 4.500 3.813  1.10
C -0.201 5.190 5.102  -1.78
C 0.138 4.721 2.641  -1.20
C -0.180 4.059 1.461  0.70
C 0.611 4.290 0.202  -1.58
H 0.457 2.696 -4.190  0.50
H 0.535 1.989 -2.560  0.23
H -0.631 3.270 -2.910  0.40
H -0.665 0.465 -4.121  -1.48
H -2.648 2.775 -4.404  0.40
H -2.864 1.156 -5.091  0.35
H -1.558 2.192 -5.672  0.49
H -4.014 0.086 -3.373  0.50
H -3.270 -1.623 -0.939  0.34
H -4.771 -1.739 -1.857  0.49
H -4.401 -0.272 -0.936  0.33
H -1.746 -1.932 -3.161  0.06
H -2.306 -1.108 -4.618  0.19
H -3.324 -2.336 -3.847  0.59
H -4.519 1.959 -3.164  0.30
H -6.156 3.706 -3.722  0.36
H -6.440 5.037 -2.593  0.38
H -7.076 3.431 -2.242  0.29
H -5.066 5.242 -0.527  0.32
H -3.072 4.601 0.718  0.39
H -3.894 2.278 1.828  0.35
H -3.667 1.999 3.567  0.36
H -2.837 0.988 2.367  0.26
H -2.214 3.438 4.676  0.35
H -0.001 4.458 5.889  0.32
H -1.013 5.835 5.447  0.37
H 0.691 5.805 4.973  0.37
H 0.961 5.433 2.642  0.30
H 1.430 4.990 0.372  0.44
H -0.033 4.679 -0.589  0.29
H 1.018 3.344 -0.166  0.12
C 2.221 -1.584 0.802  -3.16
C 1.988 -2.637 1.772  2.30
C 1.073 -3.682 1.512  -0.43
C 0.795 -4.665 2.436  -0.70
C 1.416 -4.667 3.683  -0.87
C 2.349 -3.681 3.960  -0.30
C 2.640 -2.702 3.021  -0.55
H 2.244 -1.979 -0.207  0.55
H 3.140 -1.021 0.999  0.16
H 0.555 -3.694 0.559  0.81
H 0.068 -5.432 2.195  0.43
H 1.187 -5.432 4.416  0.35
H 2.865 -3.681 4.914  0.38
H 3.425 -1.983 3.231  0.42
O 0.726 1.249 2.453  1.23
S 1.682 0.320 3.122  -0.29
C 3.109 1.386 3.487  -0.12
C 2.918 2.752 3.376  -0.26
C 3.961 3.617 3.666  -0.62
C 5.193 3.114 4.061  -0.63
C 5.384 1.742 4.144  -0.87
C 4.346 0.871 3.845  0.10
C 1.130 0.261 4.841  0.58
C 1.911 -0.347 5.814  -0.49
C 1.430 -0.437 7.109  -0.83
C 0.176 0.073 7.423  -0.62
C -0.596 0.673 6.442  -0.88
C -0.123 0.763 5.140  -0.06
H 1.951 3.127 3.064  0.21
H 3.809 4.686 3.585  0.47
H 6.007 3.788 4.295  0.38
H 6.347 1.346 4.440  0.43
H 4.519 -0.197 3.879  0.28
H 2.885 -0.746 5.568  0.35
H 2.034 -0.907 7.874  0.42
H -0.198 -0.003 8.436  0.37
H -1.573 1.072 6.682  0.50
H -0.713 1.224 4.358  0.36
S -1.402 -1.426 2.676  -0.12
C -2.278 -2.475 1.757  0.16
N -2.909 -3.228 1.133  -0.66
C 5.426 -4.190 -2.409  -0.62
C 5.199 -3.118 -3.258  -0.60
C 3.935 -2.553 -3.350  -0.68
C 2.872 -3.060 -2.605  0.58
C 3.122 -4.114 -1.724  -0.30
C 4.384 -4.678 -1.633  -0.85
P 1.201 -2.271 -2.603  1.19
C 1.056 -1.778 -4.374  1.20
C 0.372 -2.476 -5.365  -0.87
C 0.308 -1.975 -6.659  -0.64
C 0.923 -0.774 -6.981  -0.72
C 1.580 -0.053 -5.994  -0.77
C 1.629 -0.545 -4.700  -0.91
C 0.177 -3.792 -2.504  0.45
C 0.444 -4.945 -3.244  0.12
C -0.374 -6.056 -3.123  -0.78
C -1.462 -6.033 -2.258  -0.85
C -1.721 -4.905 -1.498  -1.10
C -0.899 -3.792 -1.621  -0.57
H 6.411 -4.636 -2.345  0.36
H 6.012 -2.713 -3.848  0.41
H 3.775 -1.717 -4.017  0.32
H 2.326 -4.493 -1.094  0.39
H 4.556 -5.496 -0.946  0.45
H -0.125 -3.406 -5.130  0.38
H -0.225 -2.528 -7.422  0.40
H 0.877 -0.393 -7.993  0.38
H 2.038 0.899 -6.231  0.39
H 2.100 0.039 -3.916  0.53
H 1.304 -4.977 -3.901  0.55
H -0.161 -6.944 -3.706  0.42
H -2.101 -6.904 -2.172  0.38
H -2.542 -4.866 -0.794  0.56
H -1.095 -2.918 -1.011  0.98